Below is a cluster of 3 separate species, C17H30N2O5S in total at a distorted geometry, with properties calculated with ωB97M-V/def2-TZVPD.

The orbital gap comes out at 7.11 eV. Its structure (SMILES) is CCCOc1cccc2nsnc12.COCCOC.COCCOC. As for the relative energy (zero: lowest compared OMol25 entry of this formula, charge and spin): 216.4 kcal per mole. The calculation puts the HOMO energy at -8.4 eV.

XYZ file:
```
55
Properties=species:S:1:pos:R:3:forces:R:3:lowdin_charge:R:1
C 3.95174 -1.47282 0.67935 -0.792 0.918 -0.072 -0.11
C 2.45022 -1.18255 0.08742 1.176 -0.447 0.557 -0.22
C 2.12333 -2.14212 -1.15233 1.172 -0.432 0.418 -0.19
O 0.81291 -1.95718 -1.77177 -0.894 1.993 1.552 -0.14
C 0.02954 -0.94475 -1.14164 -0.228 2.711 -0.688 -0.18
C 0.13903 0.51748 -1.69510 -1.954 -2.218 3.102 0.02
C -0.68052 1.69002 -1.00389 -1.052 -4.267 2.389 -0.03
C -1.57807 1.30556 0.21566 1.973 -0.322 -2.398 -0.02
C -1.70988 -0.17000 0.74051 0.676 -2.226 0.061 -0.25
N -2.47763 -0.73010 1.83161 2.687 -0.650 -3.368 -0.27
S -2.16569 -2.43087 1.85264 1.218 2.421 -1.783 0.89
N -1.01873 -2.70054 0.57722 -1.775 5.847 0.552 -0.22
C -0.88582 -1.35324 0.06854 0.357 0.731 -0.898 -0.24
H 3.91652 -1.07646 1.76699 0.354 -0.864 -1.754 0.07
H 4.23189 -2.58098 0.65635 -0.351 1.599 0.061 0.08
H 4.70156 -0.82479 0.08704 -1.015 -1.306 0.930 0.08
H 2.46195 -0.05530 -0.17968 -0.461 -2.016 0.385 0.12
H 1.74262 -1.40430 0.97829 0.873 0.586 -1.860 0.08
H 2.16650 -3.25286 -0.81588 -0.041 1.884 -0.405 0.14
H 2.90526 -2.01482 -1.99818 -1.197 -0.072 1.424 0.13
H 0.84955 0.70933 -2.57584 -1.294 -0.390 1.553 0.11
H -0.59308 2.76175 -1.40951 -0.305 -1.954 0.888 0.10
H -2.15507 2.14444 0.73103 0.859 -1.514 -0.746 0.09
C 3.79552 -2.26825 5.20746 0.122 0.079 -0.112 -0.11
O 3.15259 -1.51870 4.18564 -0.204 -0.194 0.271 -0.21
C 1.82248 -1.97120 3.93515 0.068 0.516 -0.077 -0.19
C 0.79247 -1.06028 4.59504 -0.066 -0.501 0.227 -0.19
O 0.86900 -1.13522 6.01881 0.281 0.235 -0.249 -0.19
C 1.55532 -0.02524 6.58106 -0.139 -0.126 0.130 -0.11
H 4.69880 -1.73312 5.50587 -0.070 0.011 -0.115 0.09
H 3.15836 -2.39244 6.08658 -0.030 -0.002 -0.057 0.08
H 4.08345 -3.25026 4.81942 -0.004 -0.069 0.100 0.09
H 1.69489 -3.00846 4.26322 -0.020 0.084 0.062 0.13
H 1.67370 -1.94162 2.85141 -0.053 -0.053 0.079 0.09
H -0.20919 -1.39888 4.31166 0.020 0.021 -0.055 0.11
H 0.90692 -0.02591 4.25265 0.084 -0.072 -0.004 0.13
H 0.91378 0.86087 6.55170 0.081 0.089 -0.007 0.09
H 2.49264 0.18126 6.06061 -0.011 0.004 -0.053 0.08
H 1.78216 -0.25828 7.62320 -0.100 -0.045 -0.082 0.09
C -3.33931 3.92415 -6.18674 -0.155 -0.045 -0.113 -0.11
O -3.79846 2.58738 -6.33089 0.340 0.109 0.226 -0.19
C -2.77335 1.63001 -6.06984 -0.524 -0.180 0.083 -0.20
C -2.91781 1.02783 -4.67580 0.509 0.239 -0.017 -0.19
O -2.67946 2.00296 -3.66062 -0.359 0.009 -0.234 -0.22
C -3.88544 2.49197 -3.08980 0.188 -0.003 0.128 -0.11
H -4.20904 4.58331 -6.16858 0.011 -0.124 -0.049 0.09
H -2.77595 4.06605 -5.26100 0.012 -0.048 -0.024 0.08
H -2.71418 4.19431 -7.04352 0.077 0.088 0.049 0.09
H -1.78113 2.07468 -6.20317 -0.047 0.003 0.101 0.12
H -2.88544 0.83173 -6.81028 0.032 -0.009 0.028 0.12
H -2.16159 0.24625 -4.55013 -0.026 -0.018 -0.018 0.12
H -3.90286 0.56599 -4.54851 0.023 0.096 -0.066 0.13
H -4.31125 1.73779 -2.42084 -0.102 0.026 0.006 0.09
H -4.61757 2.76302 -3.85299 0.004 -0.036 -0.035 0.08
H -3.64816 3.38343 -2.50563 0.071 -0.099 -0.025 0.09
```
Positions in Å, forces in eV/Å.

Below is an isolated molecule of C2H4N2O at a distorted geometry, with properties calculated with ωB97M-V/def2-TZVPD.

The orbital gap comes out at 10.77 eV. Its structure (SMILES) is C=NNC=O. As for the relative energy (zero: lowest compared OMol25 entry of this formula, charge and spin): 68.1 kcal per mole. The calculation puts the HOMO energy at -9.9 eV.

XYZ file:
```
9
Properties=species:S:1:pos:R:3:forces:R:3:lowdin_charge:R:1
C -1.22231 1.58458 0.15106 -1.540 0.478 -2.205 -0.10
C 0.14813 -1.11445 0.26016 -0.482 -0.588 -1.698 -0.31
H -1.58916 2.70199 0.25975 0.182 -2.735 0.299 0.11
H -1.77513 0.70063 -0.43775 0.487 2.294 1.523 0.12
H 1.36259 0.00230 -0.44322 6.858 0.574 -1.466 0.04
H -0.65901 -1.27309 1.07440 1.232 0.618 -1.081 0.15
N 0.01863 1.46045 0.27048 1.983 -2.046 -0.667 -0.02
N 0.48142 0.14654 -0.29444 -7.966 1.323 3.544 0.01
O 0.70067 -2.02519 -0.34410 -0.754 0.083 1.751 0.00
```
Positions in Å, forces in eV/Å.

Below is a cluster of 2 separate species, C4H12NO in total at a distorted geometry, with properties calculated with ωB97M-V/def2-TZVPD.

Its net charge is +2. The spin multiplicity is 2. The orbital gap (spin up / spin down) comes out at 12.04 / 7.17 eV. As for the relative energy (zero: lowest compared OMol25 entry of this formula, charge and spin): 52.4 kcal per mole. The calculation puts the HOMO energy (spin up / spin down) at -21.1 / -21.0 eV.

XYZ file:
```
18
Properties=species:S:1:pos:R:3:forces:R:3:lowdin_charge:R:1
C -1.85230 1.69150 -1.56873 0.932 -1.567 -0.196 0.21
N -0.64431 1.77375 -1.16598 0.853 -1.187 1.136 0.19
H -2.24692 0.67712 -1.80135 0.192 0.871 0.246 0.15
H -2.44213 2.54853 -1.71444 -0.679 1.158 -0.231 0.12
H -0.11021 2.57916 -0.84921 -0.718 0.774 -0.517 0.17
H -0.11863 0.90536 -0.90722 -0.987 0.777 -0.978 0.08
C 1.30268 -0.22396 1.10802 1.093 1.542 0.263 -0.13
O 2.55786 -0.58728 1.73591 -2.420 0.745 -1.146 0.31
C 0.45414 -1.44248 0.78091 1.658 -1.957 -2.318 -0.16
C -0.56689 -1.18264 -0.33897 0.161 0.404 0.673 -0.07
H 0.73942 0.50118 1.69889 0.384 -0.005 0.372 0.15
H 1.56527 0.29785 0.13007 0.460 -0.906 0.652 0.19
H 2.51501 -0.10817 2.58917 0.727 -0.089 0.640 0.19
H 1.20562 -2.22289 0.47086 -0.928 0.452 0.070 0.16
H 0.06012 -1.77641 1.69723 -0.837 -0.343 1.223 0.13
H -0.04909 -0.89872 -1.27051 -0.113 0.126 0.238 0.10
H -1.06683 -2.11021 -0.62689 -0.164 0.068 0.428 0.12
H -1.30282 -0.42168 0.03224 0.384 -0.864 -0.556 0.09
```
Positions in Å, forces in eV/Å.